{
  "formula": "C14H38Cl6O16P4",
  "method": "the ωB97M-V functional and the def2-TZVPD basis",
  "elements": ["C", "O", "P", "O", "O", "C", "O", "C", "H", "H", "H", "H", "H", "H", "H", "H", "H", "C", "O", "P", "O", "O", "C", "O", "C", "H", "H", "H", "H", "H", "H", "H", "H", "H", "C", "O", "P", "O", "O", "C", "O", "C", "H", "H", "H", "H", "H", "H", "H", "H", "H", "C", "O", "P", "O", "O", "C", "O", "C", "H", "H", "H", "H", "H", "H", "H", "H", "H", "C", "Cl", "Cl", "Cl", "H", "C", "Cl", "Cl", "Cl", "H"],
  "coordinates": [[2.62820, -3.15565, 6.31405], [2.18952, -2.11066, 5.44110], [1.10458, -2.44213, 4.28319], [0.82291, -1.27263, 3.39877], [1.61178, -3.78024, 3.48144], [2.76301, -3.61274, 2.62370], [-0.13671, -2.95432, 5.11422], [-1.30363, -3.20712, 4.56663], [3.67731, -3.01514, 6.57433], [2.60986, -4.12984, 5.82545], [1.91391, -3.15431, 7.13739], [3.05473, -2.56872, 2.50969], [2.39601, -3.77371, 1.61005], [3.64241, -4.24085, 2.76598], [-1.88280, -3.97907, 5.07334], [-1.16428, -3.37420, 3.49856], [-1.71765, -2.19946, 4.53037], [-4.83401, 8.70257, -0.73930], [-3.76547, 8.75014, 0.22909], [-3.01006, 7.47993, 0.85377], [-3.04129, 7.27516, 2.32246], [-1.48379, 7.69653, 0.20708], [-0.28391, 7.66283, 0.94029], [-3.50485, 6.20184, 0.02170], [-3.24345, 4.83274, 0.38903], [-5.86829, 8.71422, -0.39542], [-4.84870, 7.83449, -1.39833], [-4.89516, 9.62961, -1.30933], [0.25779, 8.58699, 0.73883], [0.41788, 6.84128, 0.79663], [-0.46214, 7.63336, 2.01520], [-2.99940, 4.26409, -0.50829], [-4.08723, 4.36386, 0.89528], [-2.42815, 4.76961, 1.10972], [5.89038, -1.87082, -2.10964], [5.28787, -3.09966, -1.78788], [4.08274, -3.20577, -0.66412], [3.67040, -4.62947, -0.34447], [2.77400, -2.43976, -1.31240], [1.46988, -2.23709, -0.67378], [4.69948, -2.27721, 0.50375], [5.71207, -2.88811, 1.24814], [6.61589, -2.03735, -2.90587], [6.40455, -1.41761, -1.26209], [5.09505, -1.18267, -2.39597], [1.52142, -1.51998, 0.14550], [1.00063, -3.09269, -0.18811], [0.86296, -1.78618, -1.45890], [6.60860, -2.30023, 1.05135], [6.04729, -3.86899, 0.91108], [5.50499, -2.99239, 2.31318], [-2.01494, -0.13000, -2.96737], [-1.65950, -0.57169, -4.29533], [-0.77958, -1.96814, -4.38018], [-0.82442, -2.75924, -3.10438], [-1.39488, -2.73203, -5.68615], [-1.14862, -4.07605, -6.00948], [0.67490, -1.63216, -4.92107], [1.78196, -2.50078, -4.68868], [-1.91506, 0.94875, -2.84727], [-1.49140, -0.55614, -2.11156], [-3.09669, -0.04536, -2.86371], [-0.74705, -4.71398, -5.22216], [-0.40491, -4.00594, -6.80326], [-2.00576, -4.57599, -6.46055], [2.42871, -1.98019, -3.98243], [2.46609, -2.80405, -5.48119], [1.37819, -3.45308, -4.34491], [-1.53381, 0.98329, 1.68993], [-0.54152, 0.56702, 0.31963], [-3.21769, 0.56235, 1.72336], [-1.24033, 2.65384, 2.08215], [-1.15033, 0.43092, 2.54780], [-6.19492, 1.33912, -0.63054], [-7.65284, 2.25956, -0.53805], [-4.93780, 2.27899, -1.57335], [-6.46574, -0.03190, -1.74012], [-5.68919, 1.09041, 0.30245]],
  "forces_ev_per_angstrom": [[-0.3, -0.5, -0.1], [-0.7, -0.3, -1.6], [0.9, 0.8, -0.7], [0.4, -1.4, 1.0], [0.2, 1.1, 1.4], [-0.8, 1.0, -1.8], [5.7, -0.3, 2.7], [-3.4, 1.1, -3.0], [-0.3, 0.5, 0.3], [-0.3, 0.0, -0.1], [0.5, -0.2, 0.3], [0.2, 0.2, 0.8], [0.1, -0.7, 0.1], [-0.5, -0.3, 0.7], [0.1, 0.2, 0.0], [-0.4, -1.0, -0.2], [-1.7, -0.3, 0.2], [-1.0, 0.2, -0.7], [-0.5, -1.2, -0.1], [1.9, -0.9, -0.1], [0.1, 0.6, -1.4], [-2.0, -0.5, 0.3], [0.5, 0.8, 1.5], [-0.6, 0.7, -0.1], [0.4, 0.2, 0.6], [0.2, -0.3, 1.5], [0.8, 0.1, 0.0], [1.1, 0.0, -0.1], [0.0, 0.0, -0.1], [-0.5, -0.4, -0.9], [-0.3, 0.2, 0.1], [0.0, 0.3, 0.0], [-0.3, 0.3, -0.2], [0.1, 0.2, -0.3], [-0.2, 0.9, 0.1], [-1.9, -1.2, 1.4], [-1.8, -2.0, -1.5], [1.6, 2.9, -0.2], [1.9, -0.2, 1.1], [0.4, 0.8, 0.4], [-2.0, -0.5, -0.8], [2.3, -0.4, 0.3], [-0.3, 0.0, 0.0], [0.1, -0.2, 0.2], [0.3, 0.2, -0.4], [0.5, 0.3, -0.1], [0.3, -0.6, -0.8], [-0.1, -0.5, 0.1], [0.1, 0.3, 0.6], [-0.7, -0.3, -0.3], [-0.3, 0.5, -0.1], [-0.8, 1.7, 0.3], [1.7, -1.9, 0.0], [-1.5, -1.3, 0.6], [0.3, 1.1, -1.8], [-0.9, 1.8, 1.9], [1.1, -0.5, -1.0], [-0.2, 1.1, -0.6], [0.3, -0.7, 1.2], [1.3, 0.3, -0.7], [-0.3, -0.6, -0.5], [-0.3, -1.5, 0.0], [-0.2, 0.3, 0.4], [0.2, -0.5, -0.1], [-0.3, 0.4, 0.3], [-0.2, -0.5, 0.4], [-0.7, 0.8, -1.1], [0.4, 0.1, 0.7], [1.2, -0.4, 1.7], [-0.4, -0.4, -0.6], [-0.7, -0.1, -0.8], [-0.2, 0.8, 0.2], [0.3, -0.1, -0.3], [1.2, 0.2, -2.2], [-0.2, 0.2, 0.7], [-0.1, 0.3, 0.7], [-0.2, -0.5, 0.9], [-0.6, -0.2, -0.1]],
  "lowdin_charge": [-0.10, -0.21, 0.46, -0.24, -0.21, -0.11, -0.20, -0.17, 0.09, 0.08, 0.09, 0.08, 0.06, 0.09, 0.11, 0.09, 0.10, -0.10, -0.19, 0.47, -0.25, -0.23, -0.14, -0.24, -0.12, 0.08, 0.08, 0.09, 0.08, 0.08, 0.08, 0.06, 0.08, 0.02, -0.12, -0.23, 0.52, -0.26, -0.24, -0.08, -0.23, -0.14, 0.10, 0.08, 0.09, 0.05, 0.09, 0.06, 0.09, 0.10, 0.08, -0.13, -0.20, 0.49, -0.26, -0.23, -0.12, -0.21, -0.09, 0.07, 0.04, 0.07, 0.09, 0.09, 0.09, 0.08, 0.09, 0.08, -1.59, 0.61, 0.59, 0.60, -0.01, -1.48, 0.57, 0.46, 0.49, -0.01],
  "de_lowest_ev": 3.2976,
  "smiles": "COP(=O)(OC)OC.COP(=O)(OC)OC.COP(=O)(OC)OC.COP(=O)(OC)OC.ClC(Cl)Cl.ClC(Cl)Cl",
  "energy_ev": -160189.5501,
  "homo_energy_ev": -10.38,
  "largest_force_ev_per_a": 6.36
}